{"formula": "C57H122N5O6", "method": "ωB97M-V/def2-TZVPD", "lumo_energy_ev": -5.14, "homo_lumo_gap_ha": 0.2850, "e_homo_ha": -0.474, "de_lowest_kcal_mol": 50.2, "charge": 3, "species": ["O", "C", "O", "O", "H", "O", "C", "O", "O", "H", "C", "C", "C", "C", "N", "C", "C", "C", "C", "C", "C", "C", "H", "H", "H", "H", "H", "H", "H", "H", "H", "H", "H", "H", "H", "H", "H", "H", "H", "H", "H", "H", "H", "H", "H", "H", "C", "C", "C", "C", "N", "C", "C", "C", "C", "C", "C", "C", "H", "H", "H", "H", "H", "H", "H", "H", "H", "H", "H", "H", "H", "H", "H", "H", "H", "H", "H", "H", "H", "H", "H", "H", "C", "C", "C", "C", "N", "C", "C", "C", "C", "C", "C", "C", "H", "H", "H", "H", "H", "H", "H", "H", "H", "H", "H", "H", "H", "H", "H", "H", "H", "H", "H", "H", "H", "H", "H", "H", "C", "C", "C", "C", "N", "C", "C", "C", "C", "C", "C", "C", "H", "H", "H", "H", "H", "H", "H", "H", "H", "H", "H", "H", "H", "H", "H", "H", "H", "H", "H", "H", "H", "H", "H", "H", "C", "C", "C", "C", "N", "C", "C", "C", "C", "C", "C", "C", "H", "H", "H", "H", "H", "H", "H", "H", "H", "H", "H", "H", "H", "H", "H", "H", "H", "H", "H", "H", "H", "H", "H", "H"], "positions_angstrom": [[-0.55425, -0.01142, 0.85143], [-0.73016, 0.58654, -0.29242], [-1.63301, 1.36344, -0.45487], [0.11101, 0.20779, -1.06041], [0.15036, -0.34850, 0.29330], [-0.79776, -2.67512, -1.81597], [-0.23981, -3.48803, -0.88860], [-0.36188, -4.76945, -0.93451], [0.42806, -2.91820, -0.01034], [-0.53788, -1.79228, -1.54272], [-3.85048, 5.52520, -1.18714], [-3.00923, 4.54406, -1.99682], [-3.79215, 3.64607, -3.00079], [-2.95930, 2.57874, -3.65261], [-3.66244, 1.33309, -4.15283], [-4.27067, 0.55490, -2.96806], [-3.61509, -0.81634, -2.97722], [-2.27570, -0.56331, -3.68866], [-2.66529, 0.36085, -4.80298], [-4.80390, 1.83689, -5.07043], [-4.46353, 2.68291, -6.27135], [-5.67942, 3.00047, -7.14592], [-3.35649, 6.02450, -0.35361], [-4.79010, 5.14577, -0.78560], [-4.11555, 6.33601, -1.86569], [-2.70719, 3.79478, -1.26508], [-2.12717, 4.99478, -2.45170], [-4.33392, 4.17592, -3.78428], [-4.62883, 3.19189, -2.46994], [-2.27845, 2.18949, -2.89562], [-2.32269, 2.86398, -4.49015], [-5.35121, 0.42356, -3.02536], [-4.09491, 1.14140, -2.06627], [-4.33928, -1.40708, -3.53818], [-3.40526, -1.29080, -2.01860], [-1.82621, -1.46681, -4.10067], [-1.62430, -0.02074, -3.00354], [-3.27649, -0.15885, -5.54086], [-2.01798, 0.93932, -5.46211], [-5.54702, 2.44665, -4.55656], [-5.29095, 0.94276, -5.45954], [-3.75366, 2.20086, -6.94353], [-3.94179, 3.59589, -5.98437], [-6.32166, 3.73255, -6.65632], [-6.36293, 2.15469, -7.07126], [-5.48140, 3.44872, -8.11956], [-3.27814, -3.12231, 1.15884], [-4.68837, -2.50615, 0.91002], [-4.96246, -1.51619, 2.04050], [-4.29937, -0.14625, 1.78580], [-4.55440, 0.96060, 2.84995], [-6.02863, 1.30630, 3.07105], [-6.05739, 2.79367, 3.35053], [-4.95890, 3.40181, 2.42371], [-3.85616, 2.35777, 2.51047], [-4.01089, 0.50047, 4.23431], [-2.52769, 0.01393, 4.09733], [-2.05270, -0.47140, 5.55451], [-3.46114, -3.75868, 2.02466], [-2.58222, -2.36243, 1.51435], [-2.78762, -3.68914, 0.36751], [-5.44649, -3.28925, 0.90068], [-4.76608, -1.92007, -0.00571], [-4.74733, -1.97127, 3.00731], [-6.03778, -1.40069, 2.17633], [-4.87968, 0.30579, 0.98144], [-3.21450, -0.15489, 1.68051], [-6.41566, 0.66055, 3.85929], [-6.47850, 1.04074, 2.11439], [-5.86323, 3.07910, 4.38443], [-6.99393, 3.24704, 3.02582], [-4.62601, 4.30773, 2.93027], [-5.28162, 3.58726, 1.39923], [-3.15264, 2.59975, 3.30709], [-3.30566, 2.23854, 1.57729], [-4.66046, -0.21497, 4.73860], [-4.16470, 1.33322, 4.92058], [-1.86607, 0.80719, 3.74934], [-2.36133, -0.91112, 3.54533], [-2.01342, 0.40993, 6.19468], [-1.06424, -0.92688, 5.49476], [-2.78576, -1.16616, 5.96444], [8.03302, -0.80964, -2.21581], [7.07553, -0.08930, -3.23101], [5.59255, -0.26290, -2.78360], [5.06450, -1.74140, -2.79690], [3.60862, -1.90251, -2.26485], [3.55731, -1.55341, -0.74973], [3.99911, -2.83683, -0.09064], [3.75388, -3.98786, -1.06171], [3.16214, -3.38381, -2.31961], [2.61655, -0.94669, -2.99676], [2.49345, -1.04096, -4.53668], [1.38633, -0.16519, -5.17214], [8.92866, -0.18850, -2.22645], [8.31587, -1.83200, -2.46658], [7.68684, -0.90667, -1.18681], [7.15255, -0.56193, -4.21019], [7.33019, 0.97034, -3.21086], [5.04855, 0.53836, -3.28373], [5.53383, 0.02108, -1.73288], [5.65219, -2.37958, -2.13702], [5.09741, -2.12257, -3.81755], [2.53224, -1.47581, -0.38735], [4.14541, -0.65860, -0.54585], [3.47003, -2.89130, 0.86079], [5.05573, -2.78356, 0.17170], [3.01153, -4.74807, -0.81861], [4.67422, -4.52000, -1.30231], [2.08403, -3.53626, -2.36988], [3.47419, -3.87556, -3.24097], [2.95408, 0.03562, -2.66625], [1.62161, -1.07329, -2.56996], [2.57845, -2.06725, -4.89390], [3.43753, -0.65246, -4.91861], [1.52680, 0.87329, -4.87226], [0.34091, -0.43439, -5.02131], [1.50518, -0.16680, -6.25563], [2.23307, -0.16545, 5.32412], [1.67930, -1.01299, 4.21307], [1.59450, -2.52880, 4.50281], [0.79794, -3.34419, 3.48077], [0.65965, -4.81571, 3.83640], [-0.21842, -5.44782, 2.68105], [-1.55376, -5.77346, 3.29404], [-1.62514, -4.99147, 4.64146], [-0.14986, -5.13687, 5.13159], [2.06331, -5.52464, 3.86735], [2.85884, -5.50108, 2.54428], [4.40316, -5.60523, 2.58971], [2.97445, -0.73072, 5.88887], [1.47283, 0.12608, 6.04879], [2.67662, 0.66516, 4.77506], [2.36126, -0.95780, 3.36456], [0.74051, -0.64747, 3.79694], [1.00423, -2.53356, 5.41913], [2.51737, -2.98126, 4.86572], [1.22240, -3.19543, 2.48789], [-0.21293, -2.96065, 3.34246], [0.26683, -6.36538, 2.34829], [-0.28987, -4.77856, 1.82368], [-1.64294, -6.83053, 3.54452], [-2.40330, -5.53537, 2.65397], [-2.41870, -5.25063, 5.34232], [-1.79631, -3.93527, 4.43350], [0.17319, -6.14879, 5.37603], [0.21990, -4.43795, 5.88185], [1.83966, -6.52107, 4.24840], [2.66195, -5.09435, 4.67021], [2.67532, -4.52874, 2.08715], [2.55133, -6.25556, 1.82020], [4.80084, -6.34474, 3.28475], [4.83625, -4.68511, 2.98203], [4.80905, -5.72325, 1.58500], [4.68158, 0.90398, 2.51292], [3.45514, 1.01183, 1.56104], [3.76738, 2.08981, 0.48812], [2.52088, 2.42432, -0.30124], [2.36019, 3.83518, -0.87032], [0.98013, 4.03783, -1.56360], [1.26008, 3.83851, -3.07125], [2.68349, 4.41894, -3.26620], [3.41088, 3.88558, -2.02532], [2.66020, 5.00590, 0.11874], [1.86968, 4.86484, 1.40072], [1.67604, 6.19101, 2.27173], [5.61729, 0.77511, 1.96891], [4.54735, -0.00005, 3.10690], [4.72228, 1.78087, 3.15907], [2.57933, 1.27222, 2.15540], [3.15160, 0.08395, 1.07627], [4.50877, 1.68682, -0.20184], [4.20630, 3.02641, 0.83195], [1.67456, 2.32895, 0.37902], [2.51499, 1.65266, -1.07104], [0.57410, 5.03582, -1.39851], [0.25134, 3.33147, -1.16610], [0.54792, 4.41815, -3.65857], [1.29837, 2.80359, -3.41120], [2.63872, 5.50693, -3.21757], [3.19570, 4.05817, -4.15816], [4.32581, 4.39481, -1.72253], [3.71310, 2.89967, -2.37850], [2.31926, 5.91086, -0.38416], [3.70762, 5.28211, 0.24008], [2.29489, 4.19071, 2.14426], [0.88321, 4.54672, 1.06343], [0.97985, 6.87242, 1.78277], [2.67559, 6.61841, 2.35123], [1.20178, 6.00894, 3.23611]], "atomic_forces_ev_per_a": [[-0.823, -0.427, 3.768], [-3.614, 2.323, 0.932], [-2.989, 2.746, -0.773], [4.262, -0.968, -5.958], [2.916, -3.523, 1.965], [-0.821, -0.326, -1.073], [0.661, -4.355, 1.040], [-0.533, 2.981, -0.834], [1.054, 1.500, 1.178], [0.197, 0.576, 0.154], [-0.347, 1.126, -1.066], [-0.581, -1.683, 0.738], [-1.021, 0.847, -0.469], [1.625, -1.266, 0.646], [-1.844, 1.406, 0.071], [0.027, 0.267, 0.794], [0.388, 0.202, -0.439], [-0.098, 0.078, -0.305], [-1.938, 0.715, -1.108], [-0.248, -0.759, -0.843], [1.556, 0.429, -1.170], [-1.042, 0.401, 1.719], [0.456, -0.341, -0.063], [0.062, -0.439, -0.186], [-0.330, 0.223, 0.103], [0.835, -0.106, 0.021], [-0.079, 0.128, 0.000], [0.240, 0.650, -0.039], [0.128, -0.237, 0.399], [0.254, -0.036, 0.170], [-0.266, 0.585, 0.010], [0.044, 0.450, -0.580], [0.361, -0.074, -0.065], [0.619, -0.683, -0.162], [-0.369, 0.266, 0.101], [0.166, 0.051, 0.359], [0.367, -0.393, 0.144], [-0.157, -0.392, 0.074], [0.690, 0.010, 0.747], [0.219, -0.513, 0.892], [-0.117, -0.163, 0.317], [0.218, -0.440, 0.145], [-0.158, 0.204, 0.154], [0.192, 0.485, 0.257], [0.179, -0.378, -1.150], [0.175, -0.757, -0.027], [-0.763, 0.237, 0.392], [1.136, 0.351, 0.140], [-0.691, 0.242, 0.928], [-1.193, 0.899, 0.854], [0.576, -0.108, 2.182], [0.737, -0.318, -0.590], [-0.180, 0.742, -1.253], [-0.034, -0.827, 1.376], [-0.135, -0.919, -0.621], [1.084, -0.053, -0.987], [-0.309, -0.667, 2.772], [-0.572, 1.294, -1.219], [0.315, -0.358, -0.015], [0.159, 0.192, -0.250], [-0.317, 0.017, -0.132], [0.024, 0.113, -0.087], [0.091, -0.322, -0.374], [0.825, 0.046, 0.110], [-0.266, 0.438, -0.479], [0.782, -0.167, -0.753], [-0.213, -0.097, -0.586], [-0.087, 0.133, -0.159], [-0.474, 0.244, 0.139], [-0.070, -0.284, 0.005], [-0.245, -0.248, 0.445], [0.060, 0.207, -0.575], [-0.106, 0.010, 0.180], [-0.145, -0.342, -0.001], [0.110, -0.239, 0.036], [-0.028, -0.673, -0.870], [0.676, 0.471, -0.233], [-0.072, -0.134, -0.176], [-0.581, 0.389, -0.760], [0.144, -0.179, 0.266], [-0.094, -0.011, 0.055], [0.150, -0.108, 0.000], [0.291, 0.417, -0.768], [-0.729, -1.895, 1.727], [0.403, -0.110, 0.969], [-0.778, 1.106, -0.281], [-1.264, 0.870, -0.787], [-0.301, -1.106, -0.961], [0.996, -0.033, 1.021], [-0.369, -0.701, -0.668], [0.417, 0.474, -0.462], [-0.255, -0.361, 0.073], [1.325, 0.298, 0.331], [0.355, -0.257, -0.140], [0.263, -0.426, 0.337], [-0.008, 0.093, -0.473], [-0.369, 0.548, 0.038], [0.394, 0.493, -0.181], [-0.186, -0.119, -0.448], [-0.724, -0.687, -0.516], [0.271, 0.281, 0.171], [0.214, 0.155, -0.178], [-0.204, -0.255, 0.122], [-0.411, 0.610, -0.957], [-0.083, -0.293, -0.164], [-0.097, -0.364, -0.093], [0.121, -0.155, -0.019], [0.145, 0.080, 0.873], [0.079, 0.095, 0.152], [-0.216, 0.976, 0.472], [0.617, 0.376, -0.032], [-0.069, 0.146, -0.302], [0.178, -0.360, 0.441], [-0.864, -0.204, 0.141], [0.135, 0.332, -0.217], [-0.072, 0.057, 0.180], [0.179, -0.299, 0.541], [0.206, -0.094, -0.022], [-0.148, -0.307, -0.117], [0.563, -1.652, -1.507], [-1.764, 0.416, 1.509], [0.428, 0.505, 0.458], [0.571, -0.767, -1.592], [0.539, -0.294, 0.287], [-1.163, 0.025, 1.361], [1.300, 0.150, -0.472], [0.213, 0.942, -1.217], [-0.228, -0.104, 0.223], [0.166, 0.287, -0.365], [-0.140, 0.586, 1.140], [0.309, 0.237, -0.124], [0.009, 0.317, -0.141], [0.130, 0.440, 0.885], [0.185, 0.304, -0.247], [-0.262, 0.010, 0.230], [-0.261, -0.273, 0.394], [0.376, 0.179, -0.717], [0.054, -0.717, -0.166], [-0.054, 0.076, 0.340], [0.177, 0.226, 0.030], [0.310, 0.224, 0.102], [0.118, -0.078, -0.156], [0.244, 0.037, -0.100], [0.356, -0.555, -0.014], [0.044, 0.183, -0.029], [-0.447, 0.009, 0.155], [-0.342, -0.151, 0.114], [-0.006, -0.177, -0.448], [-0.195, 0.439, -0.044], [-0.253, -0.090, -0.235], [-0.564, 0.005, 0.255], [-0.190, -0.479, -0.376], [-0.067, 0.305, -0.042], [-0.122, -0.300, 0.113], [-0.984, -0.844, -0.537], [0.965, 1.193, 0.253], [-0.050, 0.348, -0.250], [-1.057, -0.001, 1.046], [1.983, 0.120, -1.095], [0.392, -0.912, -0.611], [0.817, 0.613, 0.086], [-0.372, 0.439, 1.216], [-0.361, 0.231, -0.920], [-0.532, 0.534, -0.093], [-0.816, 0.962, 1.249], [0.158, -0.762, -1.664], [0.012, 0.197, -0.039], [0.173, 0.129, 0.342], [0.156, -0.102, -0.039], [-0.081, 0.342, 0.008], [0.355, -0.031, 0.050], [0.238, -0.077, -0.011], [0.125, -0.214, 0.812], [-0.187, -0.309, -0.257], [-1.059, 0.592, -0.431], [0.543, 0.088, 0.255], [0.186, -0.217, 0.109], [-0.119, -0.287, -0.032], [-0.488, -0.132, 0.336], [0.101, 0.059, -0.404], [-0.183, 0.303, -0.051], [-0.336, 0.224, 0.129], [-0.154, -0.441, 0.980], [-0.425, -0.151, -0.347], [0.309, -1.116, 0.052], [0.032, -0.625, -0.561], [-0.185, -0.397, 0.471], [0.341, 0.226, -0.274], [-0.272, 0.404, 0.442], [0.492, -0.397, 0.023]], "lowdin_charge": [0.101, -0.995, 0.020, -0.002, 0.024, 0.058, -0.840, -0.069, -0.057, 0.048, -0.098, -0.225, -0.176, -0.139, -0.171, -0.085, -0.117, -0.150, -0.086, -0.128, -0.251, -0.073, 0.074, 0.067, 0.078, 0.086, 0.106, 0.112, 0.114, 0.114, 0.133, 0.133, 0.115, 0.127, 0.112, 0.129, 0.100, 0.138, 0.132, 0.134, 0.138, 0.113, 0.105, 0.078, 0.082, 0.093, -0.064, -0.205, -0.195, -0.082, -0.179, -0.097, -0.133, -0.134, -0.058, -0.111, -0.181, -0.062, 0.057, 0.058, 0.080, 0.118, 0.091, 0.112, 0.113, 0.128, 0.105, 0.135, 0.132, 0.123, 0.126, 0.123, 0.110, 0.124, 0.113, 0.124, 0.131, 0.105, 0.086, 0.076, 0.047, 0.075, -0.094, -0.202, -0.190, -0.049, -0.149, -0.098, -0.151, -0.134, -0.072, -0.100, -0.192, -0.062, 0.074, 0.073, 0.065, 0.111, 0.107, 0.097, 0.077, 0.128, 0.135, 0.114, 0.098, 0.100, 0.116, 0.124, 0.119, 0.130, 0.137, 0.098, 0.110, 0.116, 0.097, 0.058, 0.056, 0.084, -0.081, -0.267, -0.168, -0.119, -0.166, -0.057, -0.141, -0.114, -0.044, -0.081, -0.207, -0.080, 0.088, 0.077, 0.064, 0.081, 0.102, 0.096, 0.116, 0.106, 0.124, 0.132, 0.111, 0.123, 0.101, 0.123, 0.087, 0.130, 0.120, 0.128, 0.121, 0.074, 0.115, 0.080, 0.069, 0.073, -0.075, -0.227, -0.179, -0.132, -0.141, -0.062, -0.131, -0.133, -0.088, -0.116, -0.211, -0.056, 0.077, 0.061, 0.083, 0.101, 0.076, 0.099, 0.116, 0.121, 0.116, 0.131, 0.115, 0.117, 0.100, 0.121, 0.126, 0.137, 0.114, 0.132, 0.133, 0.107, 0.104, 0.071, 0.079, 0.076]}